[1]
85
Properties=species:S:1:pos:R:3:forces:R:3 method="wB97M-V/def2-TZVPD" homo_lumo_gap_ev=8.784 charge=0 lumo_ev=0.6 smiles=Fc1ccccc1.Fc1ccccc1.Fc1ccccc1.Fc1ccccc1.Fc1ccccc1.Fc1ccccc1.CCCBBr e_homo_ev=-8.22
C -1.167 -0.314 -2.787 0.110 -0.002 0.086
C -1.793 1.003 -3.249 -0.190 0.176 0.224
C -3.153 1.285 -2.569 0.379 -0.076 0.023
B -4.241 0.390 -3.175 -0.133 0.000 -0.056
Br -5.244 -0.786 -2.052 -0.166 -0.184 0.013
H -0.805 -0.919 -3.615 0.015 -0.059 -0.074
H -0.320 -0.116 -2.135 0.080 -0.064 0.092
H -1.869 -0.916 -2.212 -0.095 -0.117 -0.027
H -1.934 1.010 -4.329 0.098 0.054 -0.110
H -1.128 1.821 -2.982 0.118 0.096 -0.200
H -3.420 2.328 -2.764 -0.080 0.099 0.058
H -3.055 1.143 -1.496 -0.012 0.182 0.116
H -4.461 0.389 -4.335 -0.242 -0.151 0.062
F -1.474 2.210 -0.028 -0.009 -0.141 0.109
C -2.202 2.735 0.991 0.024 0.058 -0.187
C -2.087 4.088 1.214 -0.081 0.126 0.000
C -2.812 4.648 2.254 -0.030 -0.023 0.019
C -3.635 3.850 3.037 0.007 -0.037 0.029
C -3.725 2.487 2.786 -0.015 0.043 0.046
C -2.999 1.911 1.754 -0.022 -0.077 -0.048
H -1.425 4.675 0.595 -0.038 0.046 -0.005
H -2.724 5.707 2.455 -0.003 0.010 -0.002
H -4.200 4.289 3.848 -0.010 -0.002 0.008
H -4.360 1.864 3.401 -0.014 -0.004 0.002
H -3.052 0.852 1.538 0.003 -0.006 -0.002
F -3.731 0.425 -6.469 0.079 0.013 -0.186
C -4.095 1.541 -7.137 0.028 -0.066 0.028
C -4.309 1.455 -8.497 -0.013 -0.031 -0.058
C -4.684 2.604 -9.177 -0.009 0.012 -0.030
C -4.832 3.806 -8.499 -0.006 0.018 -0.010
C -4.606 3.860 -7.132 -0.003 0.029 0.005
C -4.235 2.719 -6.435 0.008 0.047 0.055
H -4.184 0.508 -9.002 -0.003 -0.011 0.011
H -4.860 2.558 -10.243 0.005 0.000 -0.012
H -5.123 4.698 -9.036 -0.003 0.010 -0.004
H -4.718 4.795 -6.600 -0.008 0.009 0.007
H -4.055 2.738 -5.369 0.014 -0.020 0.002
F 0.494 5.537 2.126 0.158 0.055 -0.060
C 1.323 4.524 2.475 -0.155 -0.020 0.123
C 2.331 4.771 3.382 0.052 0.059 0.001
C 3.141 3.712 3.768 0.000 -0.024 0.029
C 2.925 2.437 3.263 0.007 0.006 0.033
C 1.898 2.222 2.355 0.094 -0.065 -0.030
C 1.093 3.272 1.945 -0.088 -0.070 -0.050
H 2.470 5.769 3.775 -0.008 0.005 0.001
H 3.936 3.884 4.481 0.018 0.009 -0.003
H 3.551 1.614 3.579 0.014 -0.009 -0.009
H 1.718 1.230 1.961 0.030 -0.010 -0.015
H 0.285 3.116 1.247 0.141 0.022 0.004
F 0.950 -1.356 1.375 -7.107 4.101 1.349
C 0.404 -2.537 1.000 -3.248 -0.424 -0.532
C -0.882 -2.546 0.502 0.011 0.125 -0.028
C -1.429 -3.757 0.107 -0.077 -0.039 0.007
C -0.699 -4.931 0.229 0.106 -0.091 -0.123
C 0.591 -4.890 0.741 -0.699 -0.087 -0.201
C 1.158 -3.684 1.126 -2.173 -4.654 0.125
H -1.439 -1.622 0.420 0.046 0.026 0.000
H -2.432 -3.778 -0.297 -0.004 0.007 0.009
H -1.131 -5.872 -0.078 -0.038 -0.017 -0.033
H 1.166 -5.800 0.841 0.046 0.034 0.047
H 2.163 -3.629 1.518 -1.680 -3.609 0.162
F 2.817 -5.234 3.220 0.007 -0.092 0.031
C 3.548 -4.738 4.244 -0.026 -0.102 0.106
C 2.886 -4.251 5.350 -0.066 0.039 0.010
C 3.643 -3.740 6.394 -0.004 0.027 0.039
C 5.028 -3.721 6.316 0.005 0.005 0.001
C 5.663 -4.217 5.187 0.030 0.007 0.015
C 4.923 -4.735 4.135 0.084 -0.092 0.013
H 1.806 -4.272 5.384 -0.009 -0.016 -0.003
H 3.144 -3.355 7.274 -0.008 0.008 0.007
H 5.611 -3.320 7.134 0.007 0.005 0.007
H 6.743 -4.202 5.121 0.004 -0.003 -0.012
H 5.394 -5.131 3.246 0.009 0.014 -0.015
F 6.202 -3.014 0.966 0.149 -0.024 0.060
C 5.007 -2.509 0.589 -0.092 -0.048 -0.013
C 3.903 -2.763 1.375 0.705 0.375 -0.348
C 2.680 -2.239 0.983 5.534 2.327 -0.128
C 2.581 -1.482 -0.176 1.042 0.246 -0.934
C 3.709 -1.245 -0.947 -0.127 -0.188 0.026
C 4.940 -1.759 -0.567 0.238 0.040 -0.102
H 4.006 -3.359 2.271 0.045 0.094 -0.057
H 1.800 -2.420 1.587 6.853 2.054 0.874
H 1.623 -1.078 -0.476 0.382 0.041 -0.337
H 3.634 -0.657 -1.852 -0.001 0.012 -0.039
H 5.836 -1.585 -1.148 0.012 -0.016 0.006


[2]
65
Properties=species:S:1:pos:R:3:forces:R:3 method="wB97M-V/def2-TZVPD" homo_lumo_gap_ev=8.343 charge=+1 lumo_ev=-3.3 e_homo_ev=-11.64
Zr 0.247 0.274 0.052 -1.415 0.562 -1.412
O -2.295 -2.183 -1.858 0.185 0.083 0.258
C -1.508 -1.748 -1.055 -1.213 -1.173 0.228
O -0.464 -1.021 -1.306 0.046 -0.558 -0.558
C -1.661 -1.989 0.468 -0.186 -0.259 -0.273
C -2.241 -3.057 1.147 0.072 0.408 -0.253
C -2.102 -3.099 2.533 0.193 0.150 -0.146
C -1.364 -2.125 3.201 0.161 0.361 -0.155
C -0.835 -1.083 2.450 0.021 0.015 0.368
N -1.039 -1.024 1.138 -0.953 -1.644 1.041
C 0.165 0.012 2.873 -0.398 -1.057 1.849
O 0.718 -0.015 3.945 -0.260 -0.022 -0.353
O 0.370 0.864 1.919 0.048 0.625 0.957
H -2.765 -3.833 0.612 -0.009 -0.013 -0.108
H -2.523 -3.926 3.087 -0.050 -0.013 0.028
H -1.181 -2.177 4.263 0.039 0.030 0.062
C 6.696 2.274 2.333 -0.011 -0.109 -0.156
C 6.777 0.855 1.777 0.807 0.352 0.322
C 7.451 -0.064 2.790 0.033 -0.137 -0.305
C 7.589 -1.463 2.215 0.057 0.137 0.121
C 6.230 -1.960 1.840 -0.018 -0.169 -0.001
C 5.950 -3.308 1.869 -0.233 0.164 -0.120
C 4.668 -3.776 1.577 -0.265 0.417 -0.111
F 4.432 -5.090 1.637 0.047 0.063 -0.018
C 3.658 -2.914 1.236 0.216 -0.262 0.077
C 3.928 -1.538 1.172 -0.039 0.068 0.014
C 2.878 -0.642 0.741 1.446 0.442 0.222
O 1.695 -1.074 0.524 0.990 -0.879 0.178
C 3.255 0.719 0.580 -0.566 -0.545 -0.160
C 4.503 1.138 0.978 -0.193 -0.050 -0.075
N 5.451 0.316 1.429 -0.388 0.331 -0.178
C 5.216 -1.042 1.488 -0.617 -0.788 -0.133
C 2.247 1.675 -0.025 2.077 1.874 0.764
O 2.036 2.785 0.415 0.480 -0.303 -0.183
O 1.588 1.167 -1.032 1.146 0.531 -1.669
H 7.643 2.511 2.809 0.080 0.019 0.001
H 5.914 2.350 3.083 -0.110 0.037 0.126
H 6.532 3.020 1.562 -0.059 0.108 -0.041
H 7.373 0.864 0.855 -0.064 -0.069 0.102
H 6.848 -0.105 3.698 -0.009 0.094 0.125
H 8.428 0.343 3.043 -0.030 0.075 0.002
H 8.034 -2.134 2.948 0.040 -0.051 -0.014
H 8.245 -1.456 1.341 0.026 0.031 -0.011
H 6.726 -4.016 2.108 0.100 -0.103 0.120
H 2.669 -3.273 0.996 -0.032 -0.046 0.007
H 4.745 2.187 0.914 0.033 0.019 0.032
C -0.566 5.719 -2.616 -0.004 0.006 -0.177
C -1.219 4.739 -3.582 0.021 -0.231 0.185
C -0.211 3.734 -4.131 -0.167 0.172 -0.023
C -2.401 4.013 -2.909 -0.084 1.116 -0.780
N -1.958 3.086 -1.906 -0.215 -1.960 0.465
C -2.047 1.746 -1.895 -0.099 0.041 0.085
N -1.513 1.319 -0.768 -1.012 0.849 -1.035
N -1.065 2.413 -0.130 -0.192 0.182 0.139
N -1.340 3.453 -0.795 0.307 1.249 0.486
H 0.201 6.290 -3.129 0.117 0.081 -0.066
H -0.104 5.199 -1.780 0.067 0.084 0.013
H -1.301 6.419 -2.225 -0.041 0.113 0.111
H -1.651 5.300 -4.417 -0.057 -0.077 0.073
H 0.302 3.205 -3.326 0.056 -0.033 0.029
H 0.541 4.255 -4.716 0.122 -0.003 -0.046
H -0.695 3.007 -4.780 0.009 -0.136 -0.097
H -2.978 3.454 -3.649 0.042 -0.056 0.186
H -3.050 4.749 -2.429 -0.043 -0.178 -0.007
H -2.474 1.119 -2.657 -0.050 0.037 -0.114


[3]
49
Properties=species:S:1:pos:R:3:forces:R:3 method="wB97M-V/def2-TZVPD" homo_lumo_gap_ev=7.171 charge=+1 lumo_ev=-3.7 e_homo_ev=-10.90
K 22.746 -6.704 -22.850 0.180 0.015 -0.579
C 28.230 -9.698 -23.633 0.345 -0.347 -0.431
O 27.398 -9.272 -24.683 -0.657 1.894 -0.465
C 27.096 -7.825 -24.683 1.877 -1.286 -0.268
C 26.360 -7.493 -25.922 -1.064 -1.064 0.957
N 25.039 -8.153 -25.680 -0.188 1.850 -2.267
C 24.169 -7.985 -26.912 0.462 0.495 1.731
C 23.655 -6.555 -27.063 -0.710 0.767 -0.236
O 22.699 -6.265 -26.076 -0.068 -0.349 2.964
C 21.379 -5.965 -26.414 0.208 0.238 -1.330
H 28.328 -10.778 -23.737 -0.625 -0.116 0.430
H 27.819 -9.360 -22.681 0.245 -0.279 0.258
H 29.272 -9.409 -23.767 0.051 0.798 0.116
H 27.997 -7.222 -24.792 0.569 -0.257 0.916
H 26.492 -7.565 -23.813 0.226 0.052 0.229
H 26.896 -7.899 -26.780 -0.048 -0.072 -0.218
H 26.371 -6.406 -25.999 -0.691 0.003 -0.113
H 25.299 -9.126 -25.601 -0.236 -0.344 0.033
H 23.295 -8.579 -26.644 -0.091 -0.295 -0.911
H 24.716 -8.258 -27.814 -0.260 -0.398 -0.129
H 23.158 -6.368 -28.014 0.224 -0.506 -0.467
H 24.335 -5.710 -26.950 0.899 -0.540 -0.251
H 21.344 -4.985 -26.888 -0.211 0.190 -0.114
H 20.736 -5.918 -25.535 0.144 -0.301 0.047
H 21.050 -6.705 -27.143 -0.602 -0.059 0.088
C 19.132 4.546 -22.710 0.086 -1.404 -1.666
O 19.743 3.288 -23.307 -0.457 1.289 1.105
C 20.052 3.305 -24.694 0.510 1.315 -0.796
C 20.328 1.879 -25.287 -0.967 1.695 2.244
N 21.724 1.467 -24.933 -2.163 -0.978 -1.107
C 21.792 -0.017 -25.069 0.438 0.857 1.625
C 21.222 -0.734 -23.780 0.128 0.593 -0.865
O 22.090 -1.770 -23.377 -1.229 -1.241 0.364
C 23.174 -1.374 -22.599 1.083 0.507 -1.054
H 18.246 4.807 -23.289 -0.168 -0.206 -0.210
H 19.744 5.447 -22.746 0.653 -0.397 0.054
H 18.783 4.351 -21.696 0.500 -0.398 -0.126
H 20.903 3.935 -24.952 1.112 -0.150 0.737
H 19.368 3.984 -25.204 -1.276 -0.886 -0.429
H 19.983 1.769 -26.315 0.618 0.281 -0.404
H 19.558 1.336 -24.739 0.435 -0.826 0.299
H 22.283 1.832 -25.690 0.375 0.250 0.003
H 22.868 -0.187 -25.111 -0.024 -0.581 -0.007
H 21.342 -0.393 -25.988 -0.182 -0.105 -0.044
H 20.228 -1.147 -23.951 0.173 -0.451 -0.347
H 21.030 -0.060 -22.946 0.479 0.572 -0.086
H 23.771 -2.257 -22.371 -0.203 -0.056 0.275
H 22.970 -0.775 -21.712 -0.436 -0.168 0.125
H 23.793 -0.776 -23.269 0.537 0.399 0.320


[4]
120
Properties=species:S:1:pos:R:3:forces:R:3 method="wB97M-V/def2-TZVPD" homo_lumo_gap_ev="1.907 / 9.707" spin_multiplicity=2 charge=-1 lumo_ev="1.6 / 1.5" e_homo_ev="-0.29 / -8.17"
H -0.539 4.980 2.957 0.427 -1.781 -2.560
H -0.468 4.803 4.459 -0.139 2.579 -2.879
O -0.707 5.496 3.693 0.940 0.257 5.187
H 3.799 -0.868 -5.061 -0.299 2.602 0.325
H 3.322 -0.744 -3.779 -0.154 0.886 1.148
O 3.544 -0.077 -4.450 1.163 -3.507 -2.332
H -2.563 -0.340 -0.132 2.140 4.483 -1.116
H -1.959 -1.873 -0.012 -2.890 3.229 0.092
O -2.798 -1.178 0.040 0.869 -7.672 1.107
H -1.646 3.250 5.037 -0.859 -0.591 -0.953
H -2.064 4.597 4.664 -1.326 -1.980 -1.774
O -2.222 3.633 4.326 0.883 1.372 2.961
H 1.608 0.039 -3.215 -1.623 -0.560 -0.567
H 1.619 0.784 -4.433 -2.359 -1.513 0.633
O 0.932 0.156 -3.950 3.120 2.200 0.285
H 6.091 -3.027 -0.084 0.573 -1.213 -1.119
O 5.796 -3.184 -1.024 -1.073 3.226 2.452
H 1.013 -2.283 2.531 -1.887 1.258 -3.416
O 0.564 -1.913 1.627 1.699 -6.359 2.367
H 4.613 2.182 2.687 -1.564 0.461 -1.064
H 4.396 1.801 1.232 -0.942 1.362 1.235
O 3.963 2.398 1.946 2.508 -1.822 -0.477
H 2.135 5.830 1.510 -1.035 0.578 -0.494
H 3.465 5.528 1.794 -0.274 1.995 -1.999
O 2.962 6.199 1.175 1.259 -2.675 2.440
H -0.156 -5.827 -2.279 0.269 1.110 -1.194
H 0.444 -5.588 -3.951 -1.325 -0.767 3.378
O 0.166 -6.160 -3.132 1.109 -0.244 -2.256
H 2.836 -1.646 0.287 0.119 -1.259 0.297
H 3.794 -3.034 0.504 -1.115 1.116 -0.237
O 3.652 -2.155 0.083 0.559 0.389 0.331
H 2.134 1.368 1.907 -0.945 0.980 0.812
O 1.754 0.723 2.511 2.128 -2.570 -0.419
H 6.194 -0.312 2.499 -2.172 -1.577 0.403
H 4.923 -1.312 2.214 0.629 0.622 0.254
O 5.430 -0.849 2.910 1.438 0.821 -0.430
H 3.506 2.144 -4.728 0.032 0.163 0.665
H 2.504 2.814 -5.524 -0.955 0.356 -1.600
O 2.828 2.838 -4.647 0.831 -0.682 0.666
H 0.490 4.249 1.286 -0.138 -0.556 0.470
H 1.615 3.299 1.366 -0.375 -0.118 0.728
O 0.793 3.503 1.864 0.858 0.582 -1.016
H 2.817 5.020 -1.702 0.974 -2.938 -2.348
H 2.639 4.488 -3.160 -1.335 0.638 -2.810
O 3.048 4.227 -2.388 0.472 2.285 5.526
H 1.412 -6.889 -0.183 0.679 1.361 0.177
H 1.996 -5.388 0.148 -0.437 -0.448 0.131
O 1.995 -6.141 -0.458 -0.359 -1.025 -0.243
H -1.388 1.609 0.387 -0.485 -0.058 0.459
H -2.604 1.651 1.391 0.938 0.220 -0.657
O -1.864 2.184 1.013 -0.854 -0.359 0.383
H -5.801 -1.749 1.470 -5.714 3.046 -0.031
O -5.008 -2.114 1.450 5.048 -1.322 -0.683
H 3.259 0.705 -2.184 -1.446 4.399 -2.008
H 3.318 0.039 -0.962 0.725 -1.128 -2.913
O 3.631 -0.081 -1.974 0.890 -3.002 5.078
H -4.659 3.387 -2.272 -4.823 -2.275 1.848
O -3.900 3.765 -2.513 3.260 4.429 3.992
H -3.544 -4.650 3.677 0.560 1.159 -0.649
H -2.970 -3.735 2.535 0.638 0.018 -2.576
O -3.122 -3.789 3.438 -1.749 -0.904 4.104
H -3.862 3.353 1.303 0.121 -0.758 -0.240
H -3.683 4.748 1.653 1.497 1.431 0.806
O -4.361 4.141 1.472 -1.677 -0.145 -0.040
H -1.932 -5.068 1.559 -1.315 -2.203 0.586
H -0.746 -4.372 1.213 -1.996 1.738 0.256
O -1.740 -4.177 1.392 3.763 0.289 -1.862
H 0.687 -1.910 -1.420 0.006 -1.735 -0.531
H 0.903 -3.474 -2.031 -0.516 2.189 1.006
O 0.285 -2.802 -1.595 0.778 -0.764 -0.260
H 6.106 0.498 -0.555 -1.159 -0.542 3.171
H 5.095 -0.385 0.291 0.555 0.546 0.084
O 5.777 0.315 0.435 0.467 0.138 -3.499
H -3.211 -1.975 -3.825 0.598 4.388 3.510
H -3.311 -3.552 -3.735 0.411 2.731 -1.406
O -3.254 -2.702 -4.317 -0.875 -7.332 -2.384
H 0.255 -0.258 5.181 0.650 3.401 -4.452
H -0.215 -0.344 6.478 -0.656 0.135 1.366
O 0.169 -0.878 5.805 0.058 -3.727 3.040
H -2.570 -0.661 3.229 -2.928 -2.766 -2.254
H -2.248 0.741 3.548 -1.185 3.726 -0.571
O -1.995 -0.117 3.644 4.294 -0.875 2.777
H 1.311 0.172 0.607 -0.178 0.489 -1.805
H 0.830 0.430 -1.007 0.331 0.069 1.635
O 1.570 0.280 -0.358 0.210 -0.469 0.854
H 3.858 -4.501 -2.446 -2.668 -0.496 0.043
H 2.384 -5.264 -2.482 -0.141 -2.106 0.343
O 2.843 -4.455 -2.515 2.790 2.673 -0.399
H 0.619 -2.706 4.452 -0.451 -2.403 -1.619
O 0.543 -3.522 3.806 5.579 8.948 -2.634
H -2.883 -5.233 -1.024 -0.605 -0.579 -1.644
H -4.002 -5.157 -2.081 -0.700 0.204 0.049
O -3.195 -5.626 -1.897 1.191 0.480 1.714
H -5.093 -2.784 2.091 0.371 -1.528 1.255
H 5.194 -2.336 -0.884 0.798 -2.301 -1.676
H -3.739 3.451 -3.313 1.567 -2.212 -5.703
H 0.578 -1.028 1.687 0.054 4.905 0.659
H 0.953 0.628 2.990 -1.284 1.526 -0.164
H 0.112 -4.102 4.236 -5.104 -6.606 4.842
O -5.075 1.837 2.031 0.486 -1.476 3.498
H -4.338 1.907 2.752 -1.834 0.110 -1.817
H -5.803 1.468 2.621 1.127 0.598 -1.349
O -5.176 -2.940 -1.202 -9.948 2.710 6.115
H -4.453 -3.028 -1.606 9.319 -0.391 -4.757
H -5.191 -2.103 -0.602 0.869 -2.569 -1.608
O -1.671 -1.031 -2.460 2.981 1.283 -1.630
H -1.413 -0.090 -2.658 -1.096 -1.851 0.186
H -2.549 -1.067 -2.183 -2.226 0.464 1.125
O -2.730 5.393 -0.173 4.484 -4.294 -2.566
H -3.526 5.523 0.175 -5.359 1.718 1.926
H -2.883 4.358 -0.287 1.055 3.039 -0.194
O 0.019 5.312 0.087 3.081 4.825 2.632
H -0.288 4.780 -0.540 -2.618 -3.780 -3.994
H 0.460 6.007 -0.468 -0.422 -0.624 1.139
O -0.633 1.444 -1.342 -0.378 -1.348 0.274
H -0.524 2.354 -1.087 0.309 0.878 -0.689
H -0.554 1.259 -2.288 0.372 1.083 -0.165
O -2.919 2.148 -4.623 2.865 -0.278 0.876
H -3.066 1.787 -5.454 -2.752 -0.805 -3.019
H -1.992 1.823 -4.814 -0.054 0.975 2.052